1.
{"formula": "C12H24NO3S3Sr", "method": "ωB97M-V with the def2-TZVPD basis set", "symbols": ["C", "C", "C", "C", "N", "C", "C", "C", "C", "S", "O", "O", "O", "C", "S", "S", "C", "C", "C", "H", "H", "H", "H", "H", "H", "H", "H", "H", "H", "H", "H", "H", "H", "H", "H", "H", "H", "H", "H", "H", "H", "H", "H", "Sr"], "xyz": [[1.42952, -1.43886, 3.28913], [1.57218, 0.07859, 3.40627], [0.27531, 0.86801, 3.12059], [0.35876, 1.83979, 1.93190], [-0.53920, 1.54843, 0.78396], [-0.63113, 0.14737, 0.38880], [-1.91328, -0.58169, 0.81181], [-1.88564, -2.09977, 0.66088], [-1.76376, -2.61816, -0.79040], [-0.13345, -3.52934, -1.04377], [0.86262, -2.60150, -0.49063], [-0.42041, -4.72554, -0.33208], [0.11484, -3.63206, -2.48029], [-0.50501, 2.49661, -0.19858], [0.31153, 3.89962, -0.14778], [-1.55136, 2.11682, -1.63591], [-0.37816, 2.51501, -2.95937], [0.85218, 1.62338, -2.84569], [1.74342, 1.56854, -4.08983], [0.95934, -1.86417, 4.17691], [2.39541, -1.92323, 3.15014], [0.80966, -1.72293, 2.43597], [2.37163, 0.42221, 2.74469], [1.90985, 0.31513, 4.41520], [0.02002, 1.46249, 3.99756], [-0.54582, 0.16570, 2.99995], [1.38316, 1.88221, 1.54619], [0.10735, 2.84853, 2.24625], [-0.66037, 0.17580, -0.70104], [0.24406, -0.42578, 0.70845], [-2.74439, -0.18505, 0.21449], [-2.14463, -0.33717, 1.84650], [-1.09810, -2.54787, 1.26794], [-2.82727, -2.47814, 1.05534], [-2.53411, -3.34047, -1.04088], [-1.90377, -1.75314, -1.43911], [-0.13207, 3.57194, -2.90045], [-0.91990, 2.32985, -3.88953], [1.44280, 1.89214, -1.97129], [0.43041, 0.62912, -2.66679], [2.77967, 1.36724, -3.82255], [1.44350, 0.78273, -4.78736], [1.71091, 2.51161, -4.63453], [-0.29631, -1.25402, -2.33108]], "e_homo_ha": -0.43132, "charge": 1, "energy_ha": -1977.1270, "homo_lumo_gap_ha": 0.2771}

***

2.
{"formula": "C12H24O24S6", "method": "ωB97M-V with the def2-TZVPD basis set", "symbols": ["C", "C", "O", "S", "O", "O", "O", "H", "H", "H", "H", "C", "C", "O", "S", "O", "O", "O", "H", "H", "H", "H", "C", "C", "O", "S", "O", "O", "O", "H", "H", "H", "H", "C", "C", "O", "S", "O", "O", "O", "H", "H", "H", "H", "C", "C", "O", "S", "O", "O", "O", "H", "H", "H", "H", "C", "C", "O", "S", "O", "O", "O", "H", "H", "H", "H"], "xyz": [[0.43545, -5.58407, 1.08068], [1.08917, -5.37559, -0.29214], [0.75159, -4.00036, -0.53375], [-0.80260, -3.95138, -0.30909], [-1.46952, -4.57270, -1.33414], [-1.13801, -2.60886, -0.06819], [-0.84303, -4.86124, 0.98675], [0.88957, -5.17809, 1.95163], [0.27095, -6.70094, 1.21266], [0.79831, -6.10002, -1.05878], [2.18044, -5.32945, -0.19890], [0.73163, -2.69423, -4.31011], [2.22465, -2.60018, -3.85403], [3.11369, -3.39119, -4.75105], [2.08926, -4.38322, -5.52142], [1.70433, -5.55424, -4.76910], [2.67065, -4.64380, -6.79915], [0.82786, -3.39552, -5.62420], [0.22110, -1.77833, -4.64021], [0.09803, -3.26993, -3.62857], [2.29290, -2.90355, -2.81729], [2.60929, -1.59304, -4.02365], [-4.49817, -3.32907, 0.17787], [-4.65250, -1.91021, -0.40610], [-3.96006, -1.05786, 0.49399], [-3.98763, -1.72307, 1.99460], [-5.09542, -1.43288, 2.84658], [-2.69738, -1.43631, 2.49872], [-4.06495, -3.25540, 1.52146], [-3.78271, -3.88172, -0.45240], [-5.51938, -3.81155, 0.09926], [-5.69221, -1.51464, -0.49571], [-4.16064, -1.82867, -1.38386], [2.82648, 3.77959, 0.56224], [2.47057, 4.18026, -0.84987], [2.63184, 5.62408, -0.85993], [2.84982, 6.18763, 0.59412], [1.91108, 7.21718, 0.92857], [4.26006, 6.32139, 0.80829], [2.40140, 4.90382, 1.43096], [3.89812, 3.72703, 0.70346], [2.27039, 2.93107, 0.77292], [1.42070, 4.02856, -1.10301], [3.08269, 3.78989, -1.67481], [0.49762, -0.17893, 1.75773], [-0.34729, 0.64099, 0.80606], [0.32184, 0.41542, -0.42103], [1.89365, 0.12282, -0.24636], [2.70329, 1.23181, -0.56354], [2.23523, -1.05563, -0.97103], [1.83934, -0.19516, 1.32672], [0.13708, -1.19577, 1.61861], [0.44695, 0.21609, 2.83770], [-0.24196, 1.66026, 1.12142], [-1.39307, 0.42919, 0.73782], [-0.73047, 6.53211, 3.63776], [-1.26508, 6.24924, 2.27458], [-0.72582, 5.06034, 1.84081], [-0.86719, 4.03538, 3.07728], [0.23421, 3.10133, 3.10199], [-2.19580, 3.48466, 3.08981], [-0.65532, 5.15937, 4.18802], [-1.43841, 7.03797, 4.29983], [0.27428, 6.99235, 3.66435], [-1.02126, 7.03798, 1.57425], [-2.35960, 6.17900, 2.34194]], "e_above_lowest_kcal_mol": 28.54, "e_homo_ha": -0.40797, "energy_ha": -4666.3486, "homo_lumo_gap_ha": 0.4164}

***

3.
{"formula": "C12H24O5STl", "method": "ωB97M-V with the def2-TZVPD basis set", "symbols": ["Tl", "C", "C", "O", "C", "C", "O", "C", "C", "O", "C", "C", "O", "H", "H", "H", "H", "H", "H", "H", "H", "H", "H", "H", "H", "H", "H", "H", "H", "O", "S", "C", "C", "C", "C", "H", "H", "H", "H", "H", "H", "H", "H"], "xyz": [[0.27029, -0.28629, 0.88981], [2.24424, 1.26503, -1.66689], [1.33648, 2.47036, -1.81874], [0.34971, 2.40157, -0.76472], [-0.53386, 3.42502, -0.62301], [-1.97008, 2.90472, -1.22666], [-2.38611, 1.84485, -0.50984], [-3.10333, 0.77321, -1.19370], [-2.23996, -0.06300, -2.10783], [-1.18131, -0.68761, -1.38769], [-0.24530, -1.36598, -2.24209], [0.84658, -0.41647, -2.67053], [1.51589, 0.04790, -1.49282], [2.86222, 1.37277, -0.77629], [2.90400, 1.20690, -2.53603], [0.81844, 2.48566, -2.78149], [1.91041, 3.39500, -1.73211], [-0.27364, 4.32356, -1.18621], [-0.71330, 3.63194, 0.43152], [-1.92669, 2.72305, -2.30188], [-2.58345, 3.79935, -1.00008], [-3.90806, 1.22489, -1.77630], [-3.52889, 0.18055, -0.38857], [-1.83668, 0.54004, -2.92807], [-2.89863, -0.82287, -2.54019], [-0.73885, -1.80090, -3.11272], [0.16748, -2.17770, -1.63985], [0.41695, 0.42856, -3.21457], [1.54850, -0.91753, -3.34186], [1.22938, -3.44282, 1.17264], [1.96809, -4.44073, 1.98545], [1.44214, -6.14030, 1.61750], [2.49560, -6.57960, 0.60117], [3.84814, -6.07562, 1.12326], [3.71740, -4.59007, 1.47819], [0.40562, -6.06983, 1.29035], [1.50408, -6.69387, 2.55713], [2.26920, -6.17910, -0.38769], [2.49237, -7.66730, 0.53300], [4.63183, -6.19200, 0.37526], [4.14880, -6.64304, 2.00399], [3.79791, -3.90467, 0.63306], [4.34979, -4.25683, 2.29877]], "e_above_lowest_kcal_mol": 0.26, "e_homo_ha": [-0.71408, -0.71470], "charge": 3, "energy_ha": -1417.3269, "homo_lumo_gap_ha": [0.2270, 0.2579]}

***

4.
{"formula": "C12H25AgBNO3", "method": "ωB97M-V with the def2-TZVPD basis set", "symbols": ["C", "C", "C", "B", "C", "C", "C", "C", "N", "C", "C", "C", "O", "O", "O", "C", "C", "H", "H", "H", "H", "H", "H", "H", "H", "H", "H", "H", "H", "H", "H", "H", "H", "H", "H", "H", "H", "H", "H", "H", "H", "H", "Ag"], "xyz": [[-2.92449, 0.69852, 2.04426], [-2.99283, 1.06452, 0.73980], [-2.57338, 0.26968, -0.45451], [-0.96600, -0.20319, -0.40829], [-0.89750, -1.47978, 0.64320], [0.07113, -1.34702, 1.84030], [1.54903, -1.59207, 1.49889], [2.37209, -1.38013, 2.80506], [2.75440, 0.03456, 2.98311], [-0.07868, 1.10513, 0.05110], [-0.37412, 2.39620, -0.76637], [0.15429, 2.39199, -2.16565], [1.28259, 2.10999, -2.49489], [-0.70527, 2.69524, -3.13568], [-0.67566, -0.59260, -1.84141], [0.53481, -1.19584, -1.98862], [0.99563, -1.19867, -3.48484], [-2.30228, 1.27961, 2.72379], [-3.41580, -0.16605, 2.47985], [-3.35659, 2.07794, 0.54086], [-3.18859, -0.61940, -0.64585], [-2.68328, 0.90171, -1.34855], [-1.88863, -1.61677, 1.08065], [-0.66028, -2.43573, 0.15791], [-0.17748, -2.15628, 2.53840], [-0.06097, -0.42700, 2.41275], [1.93170, -0.87437, 0.77072], [1.71003, -2.62582, 1.18789], [1.74506, -1.61371, 3.66580], [3.23862, -2.03947, 2.86030], [3.31240, 0.30260, 2.17680], [1.91215, 0.59923, 2.92374], [1.01624, 0.95813, -0.02347], [-0.23530, 1.39217, 1.08929], [0.18219, 3.19981, -0.26432], [-1.41992, 2.69020, -0.73745], [-1.26926, 3.43350, -2.85971], [1.35251, -0.72213, -1.38309], [0.53475, -2.24846, -1.68068], [1.49450, -2.15046, -3.67738], [1.76858, -0.43184, -3.67320], [0.15959, -1.09935, -4.16900], [2.77404, 0.61545, -2.01152]], "e_homo_ha": -0.25140, "energy_ha": -924.3768, "homo_lumo_gap_ha": 0.1740}